This record from OMol25 describes C24H29Br45F2N2O4PS as an isolated structure. The level of theory is wB97M-V/def2-TZVPD.

Last column: Mulliken charge in e.
Atoms and positions in Å:
C  -3.167  -6.941  2.060  -0.327
O  -3.320  -7.591  0.786  -0.412
C  -3.506  -6.615  -0.267  -0.443
C  -2.074  -5.924  -0.571  -0.053
N  -0.998  -6.696  -0.179  -0.765
N  0.121  -6.037  -0.421  0.912
P  1.602  -6.961  0.062  0.239
O  2.585  -7.098  -1.113  -0.537
C  0.339  -4.795  -0.964  -0.350
C  -0.772  -3.902  -1.468  0.473
C  -0.590  -2.479  -2.116  -0.255
C  0.945  -2.038  -2.151  -1.061
C  1.536  -1.534  -0.757  -0.100
F  0.540  -1.333  0.268  -0.286
C  -2.126  -4.568  -1.226  0.093
S  -3.730  -3.800  -1.683  1.156
O  -4.522  -3.446  -0.453  -0.316
O  -3.600  -2.577  -2.515  -0.547
F  -4.553  -4.924  -2.619  -0.264
H  -3.567  -7.540  2.940  0.277
H  -2.046  -6.793  2.266  0.191
H  -3.635  -5.903  2.130  -0.055
H  -4.273  -5.874  0.111  0.373
H  -3.835  -7.194  -1.185  0.317
H  2.220  -6.378  1.218  0.163
H  1.248  -8.311  0.434  0.185
H  1.403  -4.408  -1.048  0.283
H  -0.982  -2.497  -3.188  0.477
H  -1.197  -1.720  -1.489  0.238
H  1.090  -1.184  -2.894  0.394
H  1.613  -2.904  -2.490  0.473
H  2.292  -2.277  -0.319  0.221
H  2.122  -0.557  -0.861  0.218
C  -0.658  2.560  -0.608  0.518
Br  -1.690  1.230  -1.567  0.017
Br  -0.612  2.190  1.289  0.086
Br  1.123  2.763  -1.349  0.138
H  -1.165  3.512  -0.733  -0.582
C  -2.468  -3.728  4.072  -0.009
Br  -1.754  -3.836  2.272  0.185
Br  -1.760  -5.128  5.210  -0.018
Br  -2.209  -1.970  4.841  -0.001
H  -3.541  -3.890  4.000  -0.104
C  3.727  -10.402  -2.161  -0.185
Br  4.736  -11.373  -3.500  -0.019
Br  1.915  -11.073  -1.998  -0.037
Br  4.638  -10.375  -0.450  -0.022
H  3.655  -9.371  -2.500  0.255
C  -1.446  6.820  -2.343  -0.389
Br  -0.476  5.620  -3.519  -0.051
Br  -1.843  5.990  -0.636  0.103
Br  -0.529  8.513  -2.123  -0.020
H  -2.398  7.033  -2.822  0.421
C  -2.799  6.083  3.156  -0.030
Br  -3.270  7.578  4.295  -0.030
Br  -1.184  5.198  3.760  0.005
Br  -4.268  4.837  2.954  0.027
H  -2.591  6.489  2.169  -0.044
C  4.389  4.536  -2.091  -0.181
Br  4.894  2.834  -2.873  -0.050
Br  4.687  4.565  -0.176  0.085
Br  5.258  6.024  -2.978  0.024
H  3.319  4.653  -2.248  0.088
C  1.967  9.909  0.788  -0.271
Br  2.629  8.087  0.774  0.087
Br  0.490  10.127  2.024  -0.006
Br  3.384  11.187  1.124  -0.023
H  1.581  10.115  -0.208  0.204
C  -6.627  4.773  -0.960  -0.326
Br  -7.498  4.167  0.661  -0.021
Br  -6.244  6.672  -0.909  -0.038
Br  -5.044  3.725  -1.353  0.005
H  -7.327  4.611  -1.776  0.348
C  4.019  1.748  3.122  -0.392
Br  2.566  0.762  2.307  0.099
Br  5.744  1.156  2.468  -0.027
Br  3.775  3.659  2.918  -0.071
H  3.994  1.536  4.188  0.401
C  0.604  -3.253  7.577  0.560
Br  -0.232  -3.869  9.213  -0.007
Br  0.943  -1.345  7.615  -0.015
Br  2.207  -4.261  7.163  -0.005
H  -0.103  -3.433  6.771  -0.537
C  -8.062  -1.480  0.035  -0.234
Br  -6.955  -1.114  1.583  -0.004
Br  -9.284  -2.953  0.348  -0.030
Br  -8.985  0.111  -0.570  -0.015
H  -7.395  -1.785  -0.767  0.266
C  6.797  9.911  -4.047  -0.325
Br  7.309  8.214  -4.834  -0.047
Br  7.094  9.935  -2.133  0.004
Br  7.663  11.403  -4.930  -0.047
H  5.727  10.025  -4.205  0.373
C  -7.718  -6.152  2.617  -0.272
Br  -7.041  -7.968  2.600  -0.042
Br  -9.195  -5.943  3.851  -0.015
Br  -6.310  -4.863  2.956  0.022
H  -8.103  -5.946  1.621  0.313
C  7.698  12.500  -8.824  0.344
Br  6.252  11.490  -9.626  -0.009
Br  9.428  11.927  -9.483  0.000
Br  7.445  14.410  -9.034  -0.004
H  7.678  12.292  -7.758  -0.324
C  6.463  -3.147  3.140  -0.367
Br  4.602  -2.603  3.152  0.045
Br  7.157  -3.292  1.336  -0.029
Br  7.557  -1.989  4.242  -0.018
H  6.508  -4.140  3.580  0.355

For the LUMO energy, the calculation gives -6.2 eV. The calculation puts the highest occupied orbital energy at -11.1 eV. The charge is +1.